[1]
Formula: C22H66O11S11
Source: OMol25
Level of theory: ωB97M-V/def2-TZVPD

Each line ends with the Löwdin charge.
Geometry (Å):
1 C -3.39046 -2.15821 2.22184  -0.2448
2 S -3.09671 -1.71517 3.96874  0.8481
3 O -1.61813 -1.53172 4.06860  -0.5957
4 C -3.74230 -0.00233 3.83726  -0.2579
5 H -2.77142 -3.04018 1.96985  0.0331
6 H -3.20317 -1.27672 1.66130  -0.0161
7 H -4.46192 -2.38175 2.05484  0.0695
8 H -4.84457 -0.00225 3.81369  0.0577
9 H -3.42384 0.54860 2.98677  0.0060
10 H -3.29142 0.51023 4.73440  0.0460
11 C 1.01321 -2.12309 -2.69275  -0.2744
12 S 0.45818 -2.04377 -4.40340  0.8400
13 O -1.04396 -2.32122 -4.41236  -0.5867
14 C 1.17166 -3.63243 -4.99527  -0.2408
15 H 0.47006 -1.41358 -2.10615  -0.0028
16 H 2.07220 -1.85204 -2.58755  0.0436
17 H 0.83188 -3.13057 -2.38410  0.0061
18 H 0.84959 -3.79331 -6.03940  0.0577
19 H 1.01210 -4.44791 -4.26738  0.0545
20 H 2.26455 -3.53143 -4.97097  0.0413
21 C -6.09481 0.58608 -0.87685  -0.2111
22 S -4.49314 0.73325 0.10462  0.8523
23 O -3.46942 -0.14919 -0.63922  -0.6288
24 C -4.23926 2.49499 -0.34977  -0.2472
25 H -6.76267 1.33962 -0.44603  0.0513
26 H -6.52798 -0.37748 -0.71624  0.0300
27 H -5.75972 0.68214 -1.94244  0.0368
28 H -3.21458 2.82413 -0.17259  0.0336
29 H -4.90572 3.14263 0.24475  0.0627
30 H -4.29550 2.61004 -1.42989  0.0277
31 C 2.69535 4.59027 2.92717  -0.2969
32 S 0.96717 4.67666 3.20432  0.8452
33 O 0.37747 3.30473 2.88339  -0.5763
34 C 1.14991 4.62705 5.00289  -0.2524
35 H 3.13980 4.02834 3.72207  0.0391
36 H 3.15300 5.56930 2.92402  0.0605
37 H 2.91428 4.05273 1.96494  0.0572
38 H 0.24014 4.68433 5.58124  0.0516
39 H 1.83869 5.42885 5.25078  0.0532
40 H 1.54373 3.60709 5.13909  0.0447
41 C 5.27633 -3.36549 -2.81851  -0.3240
42 S 4.12968 -3.72351 -1.60223  0.7928
43 O 3.13071 -4.73314 -2.06812  -0.5589
44 C 5.31184 -4.67568 -0.43342  -0.2030
45 H 6.09369 -2.84872 -2.34998  0.0527
46 H 4.77551 -2.67332 -3.55016  0.0692
47 H 5.68435 -4.24764 -3.29576  0.0621
48 H 5.82015 -3.90499 0.14588  0.0386
49 H 6.03623 -5.35043 -0.90286  0.0540
50 H 4.62774 -5.21314 0.19836  0.0299
51 C -2.93386 -3.32154 -1.62242  -0.2280
52 S -1.42987 -3.97019 -0.84373  0.8068
53 O -1.70473 -4.32398 0.57818  -0.5575
54 C -1.42464 -5.54516 -1.71074  -0.2526
55 H -3.67913 -4.08647 -1.43932  0.0498
56 H -2.81869 -3.25577 -2.72335  0.0529
57 H -3.18184 -2.32760 -1.25563  0.0158
58 H -2.33407 -6.09013 -1.67447  0.0381
59 H -0.70189 -6.23437 -1.24111  0.0672
60 H -1.25437 -5.36746 -2.77294  0.0498
61 C -1.69754 1.20737 -3.27027  -0.1961
62 S -3.35735 0.33124 -3.56937  0.8530
63 O -4.33327 1.48030 -3.42878  -0.5938
64 C -2.99689 0.24339 -5.34400  -0.2781
65 H -1.96392 2.23431 -3.53949  0.0578
66 H -0.85153 0.62919 -3.70634  0.0484
67 H -1.40005 1.08527 -2.26351  -0.0118
68 H -2.14813 -0.41534 -5.53428  0.0206
69 H -2.78424 1.23102 -5.72914  0.0469
70 H -3.91174 -0.22958 -5.82109  0.0717
71 C 4.93686 1.54435 -0.15179  -0.2215
72 S 3.72691 0.51358 -1.11266  0.8161
73 O 4.58595 -0.14580 -2.20890  -0.5950
74 C 2.90660 1.89779 -1.89293  -0.2961
75 H 5.80717 1.40659 -0.75699  0.0305
76 H 5.07345 0.99910 0.80894  0.0512
77 H 4.55254 2.59248 -0.04745  0.0595
78 H 2.14968 1.56870 -2.64927  0.0728
79 H 3.74583 2.44380 -2.33227  0.0568
80 H 2.48747 2.50475 -1.03316  0.0461
81 C -0.26672 0.69958 1.68688  -0.2618
82 S -0.22876 -0.40672 0.27773  0.8407
83 O 0.62346 0.34741 -0.71293  -0.5939
84 C 0.79875 -1.68925 1.03289  -0.2284
85 H -0.84574 0.30614 2.49474  0.0216
86 H -0.70923 1.63600 1.52819  0.0043
87 H 0.74681 1.01305 2.08897  0.0729
88 H 1.17675 -2.34740 0.26250  0.0302
89 H 0.31974 -2.32661 1.76290  0.0558
90 H 1.70024 -1.18033 1.37906  0.0533
91 C 0.06570 3.83398 -0.58682  -0.2337
92 S 0.90361 5.48652 -0.62513  0.8439
93 O 2.28167 5.30406 -0.04380  -0.5897
94 C 1.21545 5.50034 -2.42942  -0.2497
95 H -0.99736 4.09255 -0.83398  0.0635
96 H 0.07162 3.38233 0.41685  0.0261
97 H 0.59001 3.16344 -1.21089  -0.0047
98 H 0.25701 5.42674 -2.93088  0.0456
99 H 1.88608 4.69367 -2.72726  0.0464
100 H 1.66526 6.44417 -2.71992  0.0461
101 C -0.69514 -0.49075 7.20742  -0.2553
102 S -0.45922 0.71828 5.93645  0.7792
103 O 0.15511 1.88962 6.61208  -0.5505
104 C 0.90479 -0.04580 5.10671  -0.2598
105 H -1.33783 -0.01313 7.92820  0.0502
106 H 0.29615 -0.71460 7.60979  0.0609
107 H -1.02338 -1.40226 6.78613  0.0292
108 H 0.71140 -1.06598 4.77862  0.0509
109 H 1.75695 0.07715 5.78469  0.0639
110 H 0.97365 0.68727 4.27114  0.0309

As for the total charge: 0. As for the relative energy (zero: lowest compared OMol25 entry of this formula, charge and spin): 1.4776 eV. For the HOMO energy, the calculation gives -8.5 eV.

---

[2]
Formula: C22H66O11S6
Source: OMol25
Level of theory: ωB97M-V/def2-TZVPD

Each line ends with the Löwdin charge.
Geometry (Å):
1 C 3.63726 -0.09941 1.53046  -0.0562
2 C 3.29714 -0.01524 -0.02110  -0.2572
3 O 2.96850 1.31805 -0.40957  -0.1327
4 H 4.15512 0.52181 2.01701  -0.0460
5 H 4.15898 -1.07146 1.83338  0.0929
6 H 2.81296 -0.22390 2.29043  0.0702
7 H 4.29771 -0.30886 -0.45008  0.1102
8 H 2.63500 -0.76168 -0.34616  0.0523
9 H 2.48627 1.36498 -1.24388  0.0135
10 C -3.60976 1.31252 2.34634  -0.0707
11 C -4.89347 1.57697 3.13338  -0.2943
12 O -4.59305 2.50559 4.13317  -0.0971
13 H -3.00999 0.78955 2.95996  0.0326
14 H -3.23007 2.32005 2.01343  0.0901
15 H -3.90978 0.85618 1.44958  0.0467
16 H -5.24469 0.65042 3.55250  0.1103
17 H -5.62657 2.14708 2.51977  0.1281
18 H -4.61645 3.40274 3.82764  0.0592
19 C 3.45959 3.28537 3.57449  -0.0555
20 C 2.27025 3.35392 2.62417  -0.2530
21 O 1.69096 4.67485 2.71007  -0.0353
22 H 3.82696 2.29357 3.51460  0.0612
23 H 3.20172 3.31180 4.54619  0.0353
24 H 4.07187 4.03266 3.48062  0.0261
25 H 1.57471 2.44751 2.62758  0.1273
26 H 2.75639 3.14442 1.64306  0.1036
27 H 0.87386 4.47044 2.60070  -0.1208
28 C 3.18305 -3.60525 -1.80222  -0.0482
29 C 2.92304 -5.10296 -1.47372  -0.3246
30 O 1.91634 -5.31677 -0.55851  -0.1111
31 H 3.74086 -3.63106 -2.55217  -0.0211
32 H 3.87739 -3.29381 -0.97660  0.1055
33 H 2.27589 -3.07425 -2.00126  0.0640
34 H 4.01063 -5.41602 -1.23333  0.1283
35 H 2.46755 -5.72020 -2.40933  0.1398
36 H 1.41733 -6.15299 -0.43442  0.1020
37 C -1.14663 -5.01235 -1.53725  -0.0659
38 C -0.74962 -6.41432 -2.12713  -0.3525
39 O -1.25909 -6.33768 -3.43071  -0.1381
40 H -0.71362 -5.07249 -0.50844  0.0057
41 H -2.13846 -4.89386 -1.51415  0.0317
42 H -0.65203 -4.16064 -2.13530  0.1089
43 H -1.21023 -7.34065 -1.51667  0.1525
44 H 0.27031 -6.67358 -2.17960  0.0504
45 H -0.24743 -6.17022 -3.91985  0.2059
46 C 1.31214 6.06801 -0.49125  -0.3089
47 S -0.03581 5.15854 -1.09245  0.8204
48 O -0.85850 6.10049 -1.93315  -0.5539
49 C 1.01508 4.19083 -2.25214  -0.2702
50 H 1.81328 5.53286 0.23843  -0.0010
51 H 0.84024 7.04952 -0.16834  0.0801
52 H 2.14618 6.34584 -1.25025  0.0939
53 H 1.71138 3.38554 -1.74712  0.0818
54 H 1.50671 4.67970 -3.07060  0.0409
55 H 0.25341 3.50861 -2.68298  0.0276
56 C -1.11722 5.55680 4.40972  -0.2738
57 S -1.72550 4.36635 3.25150  0.9036
58 O -0.86955 4.46382 1.97109  -0.5650
59 C -1.12983 2.90162 4.21213  -0.1868
60 H -1.36896 6.59353 4.18090  0.0590
61 H -0.03533 5.70328 4.34354  0.0610
62 H -1.58170 5.23531 5.35227  0.0651
63 H -1.67932 2.80885 5.01484  -0.0025
64 H -0.08811 2.99306 4.60148  0.0914
65 H -1.08267 2.14484 3.62692  -0.0419
66 C -0.19325 -2.06911 2.92468  -0.2825
67 S -1.54880 -2.96145 2.30647  0.8677
68 O -2.32180 -2.06535 1.40482  -0.5530
69 C -0.57232 -4.21348 1.40561  -0.2519
70 H -0.36676 -1.26441 3.62992  0.0643
71 H 0.19845 -1.58995 1.97308  0.0468
72 H 0.51762 -2.62998 3.46428  0.0481
73 H -1.26547 -4.89450 0.86136  0.0458
74 H 0.12610 -4.75357 1.94020  0.0342
75 H 0.01966 -3.73050 0.56913  0.0554
76 C -4.34291 -1.67071 -0.34705  -0.2398
77 S -4.63270 -0.56282 -1.71330  0.8455
78 O -3.67483 0.62620 -1.53692  -0.5629
79 C -3.91795 -1.52825 -3.01106  -0.2559
80 H -3.37377 -1.69256 -0.32653  -0.0587
81 H -4.83265 -2.63713 -0.57122  0.0921
82 H -4.75614 -1.37044 0.47758  -0.0110
83 H -4.28117 -2.60718 -3.11538  0.1014
84 H -2.87150 -1.51651 -2.73245  0.0294
85 H -3.74801 -0.88128 -3.79124  0.0222
86 C -0.72081 0.42380 0.76151  -0.2091
87 S -0.44743 0.32965 -1.05362  0.9178
88 O 0.98039 0.81462 -1.33121  -0.5874
89 C -0.33914 -1.44410 -1.06422  -0.2846
90 H -1.59525 -0.10881 1.03381  0.0021
91 H -0.75469 1.47841 1.14936  0.0792
92 H 0.10820 -0.08640 1.10020  -0.0176
93 H -0.25886 -1.87519 -2.15256  0.0718
94 H -1.28644 -1.85557 -0.86563  0.0032
95 H 0.58630 -1.70065 -0.50092  0.0573
96 C 1.48649 1.27442 -5.16558  -0.2626
97 S 1.47007 -0.33295 -4.42051  0.8044
98 O -0.00302 -0.86109 -4.50599  -0.5646
99 C 2.26228 -1.31175 -5.60186  -0.3131
100 H 1.22648 1.15137 -6.16106  0.0118
101 H 2.49362 1.90299 -5.25321  0.1206
102 H 0.83070 1.97864 -4.69360  0.0368
103 H 2.13696 -2.34993 -5.40493  0.0353
104 H 3.35061 -1.06935 -5.67465  0.0693
105 H 1.87911 -1.04336 -6.66889  0.0976

As for the total charge: 0. As for the relative energy (zero: lowest compared OMol25 entry of this formula, charge and spin): 0.0000 eV. For the HOMO energy, the calculation gives -8.1 eV.